(1)
# C22H20N4O6

One molecule with the formula C22H20N4O6 (ωB97M-V with the def2-TZVPD basis set, the Open Molecules 2025 dataset).

HOMO energy: -0.31011 hartree
structure (SMILES): Cn1c(=O)[nH]c(=O)c2c1nc(OC(=O)c1ccccc1)n2C[C@@H](O)COc1ccccc1
LUMO: -0.003 Eh

The geometry in ORCA input format:
```
! RIJCOSX wB97M-V def2-TZVPD def2/J DEFGRID3
* xyz 0 1
C 4.13 3.22 -0.34
N 4.21 1.77 -0.30
C 5.41 1.15 -0.01
O 6.43 1.76 0.21
N 5.37 -0.23 0.03
C 4.31 -1.10 -0.17
O 4.44 -2.31 -0.03
C 3.13 -0.37 -0.51
C 3.11 1.01 -0.54
N 1.88 1.46 -0.84
C 1.14 0.37 -1.00
O -0.17 0.54 -1.19
C -1.01 -0.26 -1.89
O -0.65 -1.17 -2.59
C -2.41 0.13 -1.66
C -2.75 1.36 -1.10
C -4.08 1.66 -0.87
C -5.07 0.74 -1.18
C -4.74 -0.48 -1.74
C -3.41 -0.78 -1.99
N 1.84 -0.78 -0.82
C 1.49 -2.17 -0.92
C 1.07 -2.81 0.42
O 2.03 -2.63 1.43
C -0.28 -2.30 0.94
O -0.20 -0.91 1.14
C -1.31 -0.24 1.57
C -2.56 -0.81 1.74
C -3.62 -0.02 2.16
C -3.44 1.33 2.40
C -2.19 1.89 2.23
C -1.13 1.12 1.82
H 3.36 3.56 0.35
H 5.10 3.62 -0.06
H 3.86 3.54 -1.35
H 6.25 -0.67 0.28
H -1.98 2.07 -0.86
H -4.35 2.62 -0.44
H -6.11 0.98 -0.99
H -5.51 -1.19 -1.99
H -3.13 -1.73 -2.42
H 0.69 -2.30 -1.65
H 2.38 -2.69 -1.27
H 0.94 -3.89 0.21
H 2.91 -2.79 1.05
H -1.05 -2.55 0.19
H -0.51 -2.81 1.88
H -2.73 -1.86 1.56
H -4.59 -0.47 2.29
H -4.28 1.93 2.73
H -2.04 2.95 2.42
H -0.15 1.54 1.67
*
```

(2)
# C22H21AuN4S3

C22H21AuN4S3 as an isolated structure (ωB97M-V with the def2-TZVPD basis set, the Open Molecules 2025 dataset).

HOMO energy (spin up / spin down): -0.48481 / -0.48482 hartree
relative energy (zero: lowest compared OMol25 entry of this formula, charge and spin): 8.2 kJ/mol
LUMO (spin up / spin down): -0.269 / -0.269 Eh

The geometry in ORCA input format:
```
! RIJCOSX wB97M-V def2-TZVPD def2/J DEFGRID3
* xyz 2 1
Au -0.23 0.29 0.09
N 1.37 1.59 0.88
C 1.03 2.01 2.23
C 1.66 3.04 2.86
C 1.33 3.36 4.20
C 0.38 2.64 4.87
C -0.29 1.57 4.22
C -1.27 0.78 4.86
C -1.89 -0.22 4.17
C -1.55 -0.43 2.83
N -0.64 0.30 2.20
C 0.02 1.28 2.89
H 1.55 2.38 0.26
H 2.22 1.02 0.88
H 2.44 3.60 2.36
H 1.84 4.18 4.68
H 0.14 2.87 5.90
H -1.53 0.98 5.89
H -2.63 -0.86 4.63
H -2.04 -1.20 2.25
C 1.59 -2.40 1.70
C 2.01 -2.38 0.26
C 2.93 -3.34 -0.22
C 3.28 -3.33 -1.53
C 2.71 -2.37 -2.40
C 3.01 -2.32 -3.79
C 2.42 -1.39 -4.59
C 1.51 -0.47 -4.04
C 1.22 -0.47 -2.70
S 0.15 0.81 -2.11
C 1.81 -1.44 -1.85
N 1.48 -1.46 -0.52
H 2.28 -2.98 2.32
H 0.60 -2.86 1.79
H 1.52 -1.39 2.11
H 3.34 -4.07 0.46
H 3.97 -4.06 -1.93
H 3.71 -3.04 -4.19
H 2.64 -1.36 -5.65
H 1.04 0.26 -4.68
S -2.17 -0.77 -0.56
C -3.22 0.54 -0.93
N -4.39 0.35 -1.49
C -5.28 1.51 -1.60
C -4.36 2.73 -1.53
S -2.89 2.19 -0.60
H -4.71 -0.58 -1.72
H -5.99 1.49 -0.77
H -5.82 1.47 -2.54
H -4.83 3.56 -1.00
H -4.04 3.07 -2.51
*
```

(3)
# C22H21BMnN3O2S5Sb

C22H21BMnN3O2S5Sb as an isolated structure (ωB97M-V with the def2-TZVPD basis set, the Open Molecules 2025 dataset).

HOMO energy (spin up / spin down): -0.27896 / -0.27488 hartree
<S²>: 3.796
relative energy (zero: lowest compared OMol25 entry of this formula, charge and spin): 0.0 kJ/mol
LUMO (spin up / spin down): -0.055 / -0.058 Eh

The geometry in ORCA input format:
```
! RIJCOSX wB97M-V def2-TZVPD def2/J DEFGRID3
* xyz 0 4
Mn 2.11 3.51 -0.77
S 6.49 0.64 -1.53
Sb 4.56 1.51 -0.82
S 2.53 1.64 -2.00
S 4.13 0.20 1.26
S 4.22 3.77 -0.11
N -2.05 4.43 -0.30
C -2.82 3.27 0.01
C -4.12 3.33 0.55
C -4.83 2.19 0.78
C -4.33 0.93 0.40
C -3.04 0.84 -0.13
C -2.32 2.06 -0.36
S -0.80 1.92 -1.24
N -0.01 3.36 -0.94
C -0.66 4.40 -0.57
C 0.06 5.70 -0.37
C -0.45 7.02 -0.44
C 0.43 8.03 -0.05
C 1.73 7.74 0.22
C 2.18 6.44 0.20
N 1.37 5.41 -0.05
H -2.27 5.23 0.26
H -4.42 4.31 0.89
H -5.80 2.16 1.26
H -4.87 0.03 0.61
H -2.60 -0.16 -0.32
H -1.48 7.30 -0.67
H 0.12 9.13 -0.07
H 2.41 8.58 0.47
H 3.19 6.29 0.48
C -1.19 -5.39 1.63
C -0.51 -5.73 0.31
C -1.59 -5.77 -0.71
C 0.10 -7.20 0.47
C 0.64 -4.73 0.02
C 1.33 -4.81 -1.20
C 2.29 -3.87 -1.56
C 2.62 -2.91 -0.60
O 3.57 -1.91 -0.65
B 3.45 -1.31 0.64
O 2.47 -1.93 1.40
C 1.97 -2.89 0.61
C 0.89 -3.73 0.92
H -1.89 -6.16 1.91
H -1.77 -4.46 1.64
H -0.42 -5.40 2.43
H -1.98 -6.82 -0.72
H -1.33 -5.44 -1.75
H -2.36 -4.99 -0.47
H -0.62 -7.89 0.90
H 0.99 -7.07 1.09
H 0.35 -7.54 -0.53
H 1.11 -5.61 -1.85
H 2.80 -3.95 -2.49
H 0.44 -3.69 1.93
*
```